Density functional theory data (ωB97M-V with the def2-TZVPD basis set) for a 8-piece molecular cluster, C43H98N4O11 overall.

```
156
Properties=species:S:1:pos:R:3
C 4.2433 3.0303 -2.5894
C 3.3908 3.7166 -1.4318
O 2.2891 2.8269 -1.3735
O 3.5120 3.1337 -3.8179
H 4.3558 1.9973 -2.2625
H 5.2484 3.5019 -2.7789
H 3.0515 4.7076 -1.7512
H 3.9136 3.7847 -0.4623
H 1.5971 3.2782 -0.8306
H 2.6403 2.7077 -3.7194
C 1.5584 0.4421 4.1962
C 1.5596 1.9970 3.9797
O 2.1814 2.2676 2.7331
O 2.8290 -0.0539 3.9040
H 0.8551 0.0465 3.4200
H 1.2590 0.2881 5.2206
H 2.0768 2.5775 4.7149
H 0.4835 2.3505 3.9406
H 2.9687 1.7374 2.7008
H 3.0406 -0.8407 4.3690
C -2.6859 5.2231 -0.4048
C -2.6067 6.6139 0.1577
O -3.8499 7.0316 0.8145
O -3.1198 4.3134 0.6430
H -1.7806 4.9301 -0.8604
H -3.5029 5.2459 -1.1492
H -2.5423 7.4143 -0.5617
H -1.8001 6.6949 0.9158
H -4.1093 6.3512 1.4378
H -2.4403 3.6954 0.9417
C -2.7596 1.0816 5.1108
C -4.2034 0.9241 5.5662
C -4.7611 2.2717 5.9551
C -5.2735 3.0158 4.6575
C -6.0242 2.1820 3.6654
C -5.3719 0.8785 3.2150
N -5.0145 0.2769 4.5250
O -4.4979 -0.9959 4.2170
C -6.3835 0.0042 2.4810
C -4.1996 1.2020 2.3097
C -4.2049 0.0444 6.7697
H -2.0989 1.1941 5.9211
H -2.6495 1.9445 4.3980
H -2.4123 0.2647 4.5401
H -5.6354 2.0857 6.5939
H -4.0588 2.8561 6.6376
H -4.3800 3.4099 4.1774
H -5.9633 3.8498 4.8999
H -6.1513 2.8990 2.7445
H -7.0833 1.9412 3.8753
H -6.9095 0.5936 1.7545
H -6.0640 -0.9637 1.9728
H -7.0976 -0.3265 3.2881
H -3.3974 0.4730 2.2659
H -4.5080 1.2697 1.2543
H -3.8052 2.2134 2.5344
H -3.6096 -0.8326 6.5555
H -5.1810 -0.3324 7.0162
H -3.7558 0.4842 7.6786
H -5.1668 -1.6496 4.4470
C 7.1734 -3.7562 0.5149
C 6.5590 -2.3494 0.4605
C 7.4173 -1.6478 -0.6018
C 6.7355 -0.4378 -1.1655
C 5.4164 -0.8331 -1.8595
C 4.5019 -1.4676 -0.8219
N 5.1698 -2.5690 -0.0841
O 4.2975 -2.9931 0.8775
C 3.8594 -0.3923 0.1280
C 3.3312 -2.1194 -1.5419
C 6.5385 -1.6439 1.8074
H 7.0117 -4.0562 -0.5029
H 6.7969 -4.4053 1.2945
H 8.2715 -3.5699 0.5963
H 8.3793 -1.4359 -0.1371
H 7.6845 -2.3687 -1.3822
H 7.4235 -0.0142 -1.8877
H 6.4491 0.2646 -0.3738
H 5.7053 -1.5425 -2.7347
H 5.0527 0.0487 -2.2857
H 3.3323 0.3001 -0.4569
H 3.2293 -0.8643 0.8760
H 4.5838 0.2075 0.7303
H 3.7275 -2.8393 -2.2268
H 2.5690 -2.6138 -0.9249
H 2.7760 -1.3311 -2.0510
H 6.6671 -0.5763 1.6817
H 7.4067 -1.9975 2.3673
H 5.6244 -1.7838 2.3450
H 3.6922 -3.6695 0.4822
C 1.3440 0.0472 -5.7392
C -0.0669 0.2668 -5.0990
C 0.0085 1.3807 -4.0580
C -1.3520 1.8713 -3.6793
C -2.3552 2.1614 -4.8056
C -2.3752 1.0215 -5.9200
N -0.9574 0.7709 -6.1843
O -0.8710 -0.2057 -7.2759
C -3.2912 -0.1036 -5.4147
C -2.9915 1.6034 -7.2082
C -0.5644 -1.0711 -4.5168
H 2.0312 -0.1367 -4.9366
H 1.6521 1.0095 -6.1236
H 1.3916 -0.6795 -6.5761
H 0.5450 0.8940 -3.2048
H 0.6641 2.1533 -4.4280
H -1.2260 2.7436 -2.9831
H -1.7717 1.1522 -2.9535
H -2.1231 3.1403 -5.2048
H -3.3974 2.2583 -4.5256
H -4.3567 0.2140 -5.5013
H -3.2067 -1.0495 -5.9826
H -3.1804 -0.3904 -4.3381
H -3.8938 2.2122 -6.9417
H -2.2923 2.2531 -7.7522
H -3.4094 0.9544 -8.0087
H -1.2980 -0.8767 -3.7292
H 0.2413 -1.6402 -4.0668
H -0.9342 -1.5126 -5.3809
H -0.4556 0.3236 -7.9981
C -1.6260 -5.2256 -0.3764
C -0.3947 -4.3826 -0.6364
C -0.8493 -2.9832 -1.1864
C -1.4090 -2.1311 -0.0949
C -0.3761 -1.9968 1.0494
C 0.0436 -3.3336 1.7048
N 0.4350 -4.1534 0.5611
O 0.9539 -5.3973 1.0898
C 1.3297 -3.1034 2.5776
C -1.1352 -3.8691 2.4642
C 0.4861 -5.0518 -1.7126
H -2.1430 -5.3777 -1.2923
H -2.3203 -4.8598 0.4099
H -1.3164 -6.2400 -0.0445
H 0.1108 -2.5555 -1.6435
H -1.4873 -3.2409 -2.0249
H -2.4142 -2.4704 0.2372
H -1.6854 -1.1691 -0.5662
H -0.7846 -1.2957 1.8101
H 0.4925 -1.5544 0.5963
H 1.7764 -4.0474 2.8672
H 2.1364 -2.7178 1.9143
H 1.1696 -2.4198 3.4057
H -0.9524 -4.8947 2.7081
H -1.3018 -3.2040 3.3326
H -2.0278 -3.9161 1.8833
H -0.1527 -4.9807 -2.5653
H 0.6742 -6.1701 -1.5005
H 1.4280 -4.5394 -1.9892
H 0.1451 -5.7840 1.4540
C -0.2348 1.7341 0.0748
O 0.4768 2.8357 0.6855
H -1.0115 2.1707 -0.5066
H 0.4863 1.1207 -0.6233
H -0.5371 1.0610 0.8361
H 1.1304 2.5639 1.3911
```

Orbital gap, eV: 8.4
Structure (SMILES): CC1(C)CCCC(C)(C)N1O.CC1(C)CCCC(C)(C)N1O.CC1(C)CCCC(C)(C)N1O.CC1(C)CCCC(C)(C)N1O.OCCO.OCCO.OCCO.CO
HOMO level, hartree: -0.2969
DFT total energy, eV: -74654.7532